No. 1
Entry from the OMol25 dataset: a structure of composition C3H2FMnO4 in a non-equilibrium geometry (the ωB97M-V functional and the def2-TZVPD basis).

Calculated values
lowest unoccupied orbital energy (spin up / spin down)	-11.87 / -12.14	eV
E_HOMO (spin up / spin down)	-16.9273 / -19.4151	eV
calculated total energy	-45348.7222	eV
frontier orbital gap (spin up / spin down)	5.1 / 7.3	eV
net charge	+2
spin multiplicity	7

Each line ends with the Mulliken spin population.
Geometry (Å):
Mn 2.81 -1.15 2.85  4.830
F -0.54 2.13 -0.52  0.088
O 2.04 -0.34 1.43  0.100
O -0.10 -0.71 1.09  0.016
O -3.42 -0.94 -1.35  0.003
O 1.11 0.66 -0.26  0.054
C 1.01 -0.15 0.78  0.016
C 0.03 1.04 -1.01  0.832
C -2.30 -1.11 -1.43  0.008
H -0.87 -0.52 0.51  0.003
H 0.23 1.08 -2.09  0.051

=====

No. 2
Entry from the OMol25 dataset: a structure of composition C19H18AsF6O11V in a non-equilibrium geometry (the ωB97M-V functional and the def2-TZVPD basis).

Calculated values
lowest unoccupied orbital energy (spin up / spin down)	1.22 / -1.05	eV
E_HOMO (spin up / spin down)	-5.3378 / -5.3370	eV
calculated total energy	-145352.6561	eV
frontier orbital gap (spin up / spin down)	6.6 / 4.3	eV
net charge	-1
spin multiplicity	2

Each line ends with the Mulliken spin population.
Geometry (Å):
As 3.63 -3.43 -0.04  0.000
V 0.45 -1.22 -0.19  -0.039
F 3.10 -4.26 1.47  0.000
F 4.71 -2.38 0.92  0.000
F 3.90 -2.52 -1.56  0.000
F 2.19 -2.43 0.12  0.002
F 2.66 -4.62 -1.04  0.000
F 5.09 -4.43 -0.40  0.000
O 4.31 0.94 1.02  0.006
O -1.01 0.69 -0.35  0.000
O -6.16 1.01 1.27  0.000
O 0.30 -1.51 1.35  0.020
O -0.61 -2.14 -0.97  0.017
O -0.28 0.20 -4.05  0.002
O 3.13 1.06 -1.99  0.797
O -5.78 0.59 -3.64  0.000
O 2.12 0.35 -0.13  0.070
O 4.02 0.42 6.51  0.000
O 1.59 -0.40 -2.01  0.127
C -2.88 -0.33 0.71  0.000
C -1.60 0.28 -3.95  0.001
C 3.24 0.13 3.03  -0.002
C 4.27 0.78 2.42  0.001
C -3.72 1.42 -4.49  0.000
C 2.26 0.39 -1.38  -0.016
C -4.41 0.45 -3.72  0.000
C -2.32 1.35 -4.52  0.000
C -3.03 1.92 -0.18  0.000
C 5.24 1.26 4.58  0.000
C -2.40 -0.75 -3.34  0.000
C -4.24 -0.29 0.96  0.000
C -2.26 0.79 0.13  0.000
C -4.95 0.89 0.75  0.000
C -4.37 1.93 0.02  0.000
C 4.20 0.56 5.17  0.000
C 5.32 1.36 3.17  -0.001
C 3.20 -0.02 4.34  0.000
C -3.80 -0.63 -3.17  0.000
H -1.84 -1.61 -3.01  0.000
H -1.78 2.04 -5.14  0.000
H -6.45 1.93 1.25  0.000
H -4.28 2.10 -5.11  0.000
H -4.77 -1.12 1.39  0.000
H -4.44 -1.38 -2.72  0.000
H -0.69 1.57 -0.57  0.000
H 2.36 -0.35 4.92  0.000
H 6.10 1.98 2.76  0.000
H 2.38 -0.27 2.51  0.002
H 5.98 1.78 5.17  0.000
H 0.11 -0.11 -3.22  0.004
H -2.69 2.83 -0.64  0.000
H -4.89 2.86 -0.16  0.000
H 3.48 0.61 0.67  0.009
H -6.21 0.25 -2.85  0.000
H -2.25 -1.17 0.94  0.000
H 4.79 0.67 7.02  0.000

=====

No. 3
Entry from the OMol25 dataset: a structure of composition C3H4IrO3 in a non-equilibrium geometry (the ωB97M-V functional and the def2-TZVPD basis).

Calculated values
lowest unoccupied orbital energy (spin up / spin down)	0.34 / -2.08	eV
E_HOMO (spin up / spin down)	-7.3171 / -8.9767	eV
calculated total energy	-12146.2472	eV
frontier orbital gap (spin up / spin down)	7.7 / 6.9	eV
spin multiplicity	6

Each line ends with the Mulliken spin population.
Geometry (Å):
Ir 2.40 1.11 0.02  3.879
O -1.45 1.88 -1.07  0.005
O 1.95 -0.35 1.17  0.263
O -0.56 0.45 0.17  0.031
C 0.93 -1.16 1.05  0.676
C -1.67 0.74 -0.44  0.026
C -0.02 -0.91 0.01  -0.031
H -2.20 2.07 -1.65  0.000
H 0.61 -1.77 1.91  0.020
H 0.87 -0.44 -1.06  0.114
H -0.85 -1.62 -0.11  0.017

=====

No. 4
Entry from the OMol25 dataset: a structure of composition C11H19AlAsClN2O6S3 (the ωB97M-V functional and the def2-TZVPD basis).

Calculated values
lowest unoccupied orbital energy	-0.02	eV
E_HOMO	-8.7472	eV
calculated total energy	-139451.8402	eV
frontier orbital gap	8.7	eV
spin multiplicity	1

Each line ends with the Löwdin charge.
Geometry (Å):
As 0.51 3.86 1.01  0.800
Cl -3.19 1.42 3.40  0.603
S 1.38 -0.98 1.12  0.841
S -0.61 0.60 -2.52  0.439
S 1.66 2.30 0.14  0.436
Al 0.03 0.60 -0.09  -0.535
O -1.02 1.15 1.42  -0.053
O -1.69 -0.68 0.46  0.032
O -1.14 1.40 -1.30  -0.286
O -0.04 1.46 -3.50  -0.274
O 0.49 -0.15 -1.71  -0.302
O -1.59 -0.36 -2.97  -0.298
N 0.12 -2.60 -0.58  0.130
N 2.21 -3.30 0.14  0.121
C -1.20 4.19 0.20  -0.206
C 1.04 -4.47 -1.59  0.036
C 1.23 -2.40 0.17  -0.678
C 0.25 3.64 2.90  -0.231
C -3.02 0.06 2.27  -0.457
C 0.01 -3.58 -1.50  -0.230
C 2.12 -4.32 -0.70  -0.291
C -1.21 -3.57 -2.35  0.017
C -1.85 0.19 1.33  -0.621
C 1.53 5.47 0.80  -0.257
C 3.23 -5.32 -0.68  -0.021
H -1.86 4.65 0.94  0.049
H -0.01 4.61 3.33  0.043
H 3.99 -5.02 0.04  0.082
H 0.98 6.31 1.22  0.042
H -0.64 -1.93 -0.50  0.104
H -2.11 -3.54 -1.72  0.104
H -3.92 -0.01 1.67  0.095
H -0.54 2.91 3.06  0.005
H 1.18 3.28 3.33  0.047
H -2.90 -0.85 2.84  0.094
H -1.23 -2.65 -2.95  0.081
H 2.48 5.35 1.32  0.041
H -1.05 4.86 -0.64  0.051
H -1.25 -4.44 -2.99  0.088
H 3.68 -5.40 -1.67  0.089
H -1.61 3.25 -0.16  0.015
H 2.85 -6.31 -0.42  0.088
H 1.71 5.62 -0.26  0.042
H 1.02 -5.28 -2.30  0.125

=====

No. 5
Entry from the OMol25 dataset: a structure of composition C8H24N2O6V2 in a non-equilibrium geometry (the ωB97M-V functional and the def2-TZVPD basis).

Calculated values
lowest unoccupied orbital energy (spin up / spin down)	-10.81 / -10.35	eV
E_HOMO (spin up / spin down)	-13.7252 / -13.7256	eV
calculated total energy	-75307.3202	eV
frontier orbital gap (spin up / spin down)	2.9 / 3.4	eV
net charge	+2
spin multiplicity	3

Each line ends with the Mulliken spin population.
Geometry (Å):
V -1.20 -3.04 -2.07  1.335
V 1.82 -4.32 -1.84  1.264
O 0.70 -2.76 -1.07  0.023
O -2.56 -3.35 -2.86  -0.333
O 0.33 0.20 -2.53  0.001
O 3.11 -4.18 -0.97  -0.284
O -0.07 -4.72 -2.65  0.019
O 1.20 2.64 1.68  0.000
N 0.88 0.03 4.25  0.000
N -2.20 -1.17 -1.34  -0.022
C 0.36 3.73 1.33  0.000
C -1.90 0.27 -1.75  -0.006
C 1.72 0.26 -2.23  -0.003
C 0.58 1.91 2.72  0.000
C 1.47 -0.28 1.87  0.000
C -2.90 1.17 -1.02  0.001
C -0.46 0.59 -1.42  0.005
C 1.42 0.69 3.04  0.000
H 0.54 -0.86 1.83  0.000
H 1.13 -2.20 -0.41  -0.004
H 2.26 -0.04 -3.13  0.000
H 2.26 -1.03 1.95  0.000
H -0.11 0.05 -0.52  0.001
H -0.75 -4.92 -3.31  -0.001
H -3.96 0.91 -1.04  0.000
H 1.96 -0.50 -1.49  0.002
H 1.98 1.27 -1.92  0.000
H -2.32 -1.13 -0.32  0.005
H -3.18 -1.20 -1.62  0.005
H 1.62 0.22 0.91  0.000
H 0.20 4.43 2.16  0.000
H -0.13 0.00 4.20  0.000
H -0.38 1.52 2.36  0.000
H -2.93 2.14 -1.53  0.000
H 0.84 4.33 0.55  0.000
H -0.28 1.65 -1.19  0.001
H -0.59 3.35 0.93  0.000
H 2.43 1.00 3.31  0.000
H -2.06 0.34 -2.82  -0.008
H 1.27 -0.90 4.32  0.000
H -2.57 1.41 0.00  0.000
H 0.49 2.50 3.64  0.000

=====

No. 6
Entry from the OMol25 dataset: a cluster of 2 separate species, C5H12NO2 in total in a non-equilibrium geometry (the ωB97M-V functional and the def2-TZVPD basis).

Calculated values
lowest unoccupied orbital energy	3.70	eV
E_HOMO	-2.8203	eV
calculated total energy	-10963.8203	eV
frontier orbital gap	6.5	eV
net charge	-1
spin multiplicity	1

Each line ends with the Löwdin charge.
Geometry (Å):
O -0.07 3.11 0.88  -0.107
O -2.83 -1.52 0.65  -0.352
N -1.64 0.74 -0.12  0.003
C 2.98 -0.13 -0.41  -0.038
C 1.79 -0.39 0.11  -0.180
C -0.74 -0.36 0.22  -0.437
C -1.57 -1.70 0.23  -0.507
C 0.49 -0.42 -0.65  -0.197
H 0.48 0.46 -1.30  0.106
H -1.45 -2.03 -0.83  0.077
H -2.21 0.45 -0.92  0.071
H -1.01 -2.39 0.91  0.087
H 3.87 -0.10 0.22  0.036
H 1.74 -0.53 1.18  0.096
H -0.25 3.37 -0.03  0.017
H -0.37 2.18 0.84  -0.007
H -0.46 -0.17 1.27  0.122
H 0.42 -1.23 -1.38  0.104
H -2.36 0.66 0.60  0.061
H 3.17 0.00 -1.47  0.044